C4H6N4 | ωB97M-V/def2-TZVPD

The geometry in XYZ format:
```
14
C4H6N4 | OMol25 | ωB97M-V/def2-TZVPD
C 0.64672 -0.64689 -1.43825
C -0.10254 0.73964 -0.41947
C 0.89127 1.02702 0.62438
C 1.56452 0.13709 1.34306
N -1.36510 -0.44894 0.05405
N -1.55939 -0.62270 1.22618
N 0.20376 -1.61385 -1.95299
N -0.60118 1.69307 -1.10917
H -2.42397 -1.18178 1.39005
H -0.68206 -2.09383 -2.05769
H -1.35484 1.40977 -1.73278
H 1.04198 2.08816 0.77959
H 1.44933 -0.93101 1.21140
H 2.29151 0.44424 2.08165
```

Properties
LUMO (alpha / beta): -0.4 / -0.4 eV
Kohn-Sham gap (alpha / beta): 7.877 / 7.878 eV
Charge: 0
Relative energy (zero: lowest compared OMol25 entry of this formula, charge and spin): 145.8 kcal per mole